Below is a structure of composition C7H14N2 at a distorted geometry, with properties calculated with ωB97M-V/def2-TZVPD.

Properties
HOMO level	-6.79	eV
HOMO-LUMO gap	7.540	eV
lowest unoccupied orbital energy	0.75	eV
molecular weight	126.2	g/mol
F_max	4.69	eV/A

The geometry in XYZ format:
```
23
Properties=species:S:1:pos:R:3:lowdin_charge:R:1
C 0.868 -0.398 -0.440 -0.543
C 1.219 0.913 0.208 0.074
C -0.746 -0.067 1.534 -0.111
C -1.509 2.044 0.327 -0.086
C 1.772 -1.569 -0.055 -0.029
N -0.455 1.143 0.765 -0.154
C -0.597 -0.588 0.147 -0.355
N 0.782 -0.323 -1.904 0.074
C -1.550 -1.393 -0.426 0.003
H 0.118 0.397 -2.175 0.077
H 1.684 -0.050 -2.285 0.075
H 1.837 0.866 1.104 0.101
H 1.419 1.765 -0.437 0.105
H -1.757 -0.090 1.940 0.123
H 0.021 -0.332 2.260 0.112
H -1.210 3.064 0.587 0.074
H -2.478 1.857 0.797 0.087
H -1.648 1.994 -0.755 0.072
H 2.646 -1.632 -0.711 0.078
H 2.141 -1.475 0.970 0.076
H 1.221 -2.509 -0.148 0.087
H -2.243 -1.968 0.174 0.032
H -1.536 -1.649 -1.478 0.028
```